{
  "formula": "C70H65F12N9O26",
  "method": "the ωB97M-V functional and the def2-TZVPD basis",
  "elements": ["C", "C", "C", "C", "C", "C", "N", "O", "O", "H", "H", "H", "H", "H", "C", "C", "C", "C", "C", "C", "N", "O", "O", "H", "H", "H", "H", "H", "C", "C", "C", "C", "C", "C", "N", "O", "O", "H", "H", "H", "H", "H", "C", "C", "C", "C", "C", "C", "N", "O", "O", "H", "H", "H", "H", "H", "C", "C", "C", "C", "C", "C", "N", "O", "O", "H", "H", "H", "H", "H", "C", "C", "C", "C", "C", "C", "N", "O", "O", "H", "H", "H", "H", "H", "C", "C", "C", "C", "C", "C", "N", "O", "O", "H", "H", "H", "H", "H", "C", "C", "C", "C", "C", "C", "N", "O", "O", "H", "H", "H", "H", "H", "C", "C", "C", "C", "C", "C", "N", "O", "O", "H", "H", "H", "H", "H", "C", "C", "O", "C", "O", "C", "F", "F", "F", "H", "H", "H", "H", "H", "C", "C", "O", "C", "O", "C", "F", "F", "F", "H", "H", "H", "H", "H", "C", "C", "O", "C", "O", "C", "F", "F", "F", "H", "H", "H", "H", "H", "C", "C", "O", "C", "O", "C", "F", "F", "F", "H", "H", "H", "H", "H"],
  "xyz": [[-0.3691, -3.1392, 2.3574], [-1.2531, -3.0735, 3.4127], [-0.8373, -2.5772, 4.6149], [0.4654, -2.2604, 4.7306], [1.3929, -2.3516, 3.7137], [0.9603, -2.8433, 2.5065], [0.8405, -1.6473, 6.0605], [2.0008, -1.3995, 6.2519], [-0.0472, -1.4375, 6.8473], [-0.7240, -3.5058, 1.3682], [-2.3151, -3.2139, 3.2457], [-1.4975, -2.4553, 5.4981], [2.4109, -2.1187, 3.8900], [1.6422, -2.8716, 1.6679], [-2.7831, 6.0807, -4.1034], [-1.7936, 6.1609, -3.1468], [-1.6286, 5.1449, -2.2946], [-2.4063, 4.0377, -2.4861], [-3.3775, 3.8314, -3.4983], [-3.5583, 4.9020, -4.3487], [-2.1614, 2.9206, -1.5996], [-1.6137, 3.1812, -0.5460], [-2.5474, 1.8069, -1.9672], [-3.0044, 6.8944, -4.8448], [-1.1986, 7.0269, -3.0467], [-0.8618, 5.1302, -1.5070], [-3.8394, 2.8970, -3.6746], [-4.2859, 4.7773, -5.1428], [-3.3919, -1.2968, -5.1401], [-3.2496, -0.2178, -4.2787], [-4.2177, 0.0600, -3.3503], [-5.3403, -0.8368, -3.3008], [-5.4363, -1.9082, -4.1621], [-4.4672, -2.1582, -5.0797], [-6.1827, -0.7976, -2.1647], [-6.2616, 0.2815, -1.5788], [-6.7866, -1.7879, -1.8688], [-2.5689, -1.6190, -5.7874], [-2.3941, 0.4520, -4.1808], [-4.1204, 0.8372, -2.6320], [-6.3545, -2.5020, -4.0322], [-4.6877, -3.0978, -5.6470], [1.2501, -3.8025, -1.0225], [0.8058, -4.7564, -1.9658], [1.6760, -5.6642, -2.4491], [3.0063, -5.8063, -1.8911], [3.4444, -4.8108, -1.0452], [2.5705, -3.8124, -0.5905], [3.8820, -6.8088, -2.3759], [5.0332, -6.6826, -1.9893], [3.4512, -7.6690, -3.0955], [0.5554, -3.0516, -0.6785], [-0.1753, -4.6548, -2.4069], [1.4716, -6.3425, -3.2529], [4.4702, -4.7392, -0.7107], [2.9367, -3.0247, 0.0853], [3.0983, -3.7390, -6.2666], [3.3828, -2.6591, -7.1065], [2.6048, -1.5398, -7.1443], [1.5026, -1.5622, -6.2867], [1.1825, -2.5540, -5.3877], [2.0435, -3.6484, -5.4216], [0.6443, -0.3599, -6.2239], [-0.3807, -0.4039, -5.5649], [1.0415, 0.5780, -6.8481], [3.7515, -4.6444, -6.2355], [4.2855, -2.7484, -7.7378], [2.9042, -0.6971, -7.7048], [0.3489, -2.4786, -4.6882], [1.7655, -4.4124, -4.7012], [7.3930, 0.3430, 5.1220], [6.8703, 1.2213, 4.2326], [5.7379, 0.7944, 3.4200], [5.4615, -0.5511, 3.3443], [6.0914, -1.4651, 4.1992], [7.0677, -1.0311, 5.1057], [4.3206, -1.0170, 2.5057], [3.6689, -0.2671, 1.8663], [4.0687, -2.2118, 2.5116], [8.2050, 0.7017, 5.7597], [7.0871, 2.2767, 4.2901], [5.2084, 1.5530, 2.8044], [5.8928, -2.4868, 3.9699], [7.5828, -1.6760, 5.7573], [-1.5825, 2.4657, -6.3995], [-1.7766, 2.9649, -7.6720], [-1.0400, 4.0217, -8.1412], [-0.1247, 4.5961, -7.2626], [0.0690, 4.1557, -5.9813], [-0.6963, 3.0731, -5.5503], [0.5082, 5.8487, -7.6514], [1.1902, 6.4452, -6.8670], [0.3185, 6.1487, -8.8388], [-2.1976, 1.6434, -6.0961], [-2.5820, 2.4702, -8.2846], [-1.1833, 4.5200, -9.0771], [0.8397, 4.6211, -5.3918], [-0.5477, 2.6730, -4.5133], [-5.4188, 0.7857, 6.3060], [-5.2615, 1.7727, 5.3920], [-4.0591, 1.9871, 4.7591], [-3.0121, 1.2254, 5.0980], [-3.0466, 0.2052, 6.0528], [-4.3129, -0.0667, 6.5622], [-1.7276, 1.5002, 4.3769], [-0.7222, 1.0815, 4.9198], [-1.7744, 2.1212, 3.3488], [-6.3837, 0.6901, 6.8165], [-6.0740, 2.4202, 5.0859], [-3.9697, 2.8157, 4.0823], [-2.1872, -0.3592, 6.1851], [-4.3991, -0.8622, 7.2646], [-3.6708, -4.9483, -0.6063], [-2.7516, -5.3680, 0.3496], [-3.0575, -5.3255, 1.6885], [-4.3552, -4.8670, 2.0280], [-5.3175, -4.4258, 1.1081], [-4.9310, -4.5066, -0.2424], [-4.5732, -4.7059, 3.4542], [-5.7166, -4.5363, 3.8329], [-3.6140, -4.8400, 4.1704], [-3.2774, -5.0659, -1.6475], [-1.7633, -5.7969, 0.0437], [-2.3668, -5.6239, 2.4901], [-6.2870, -4.0606, 1.5509], [-5.6324, -4.1170, -0.9914], [5.8770, 2.6539, -0.1719], [6.0666, 2.5735, -1.7294], [5.1324, 3.4276, -2.3807], [3.8893, 3.0353, -2.3532], [3.4934, 1.9470, -2.1791], [2.9301, 4.2117, -2.6642], [1.6819, 3.8873, -2.3509], [3.3002, 5.3025, -2.0022], [2.8858, 4.5665, -4.0326], [4.8207, 2.6714, 0.0578], [6.3298, 3.5063, 0.3012], [6.3061, 1.7652, 0.2377], [5.9392, 1.5518, -2.0211], [7.1184, 2.8364, -2.0505], [1.4201, 2.5401, 1.7195], [0.7303, 1.2622, 1.4063], [1.0116, 0.9169, 0.0490], [0.3266, -0.0885, -0.3998], [-0.3000, -0.8697, 0.1803], [0.5369, -0.1591, -1.9477], [1.7797, -0.6620, -2.2147], [-0.3789, -0.9076, -2.6099], [0.5130, 1.0387, -2.5161], [2.4571, 2.3988, 1.6595], [1.2153, 2.7608, 2.7499], [0.9963, 3.2981, 1.1021], [-0.2940, 1.2530, 1.5803], [1.1242, 0.4905, 2.0098], [4.3322, 0.9893, 7.2279], [3.2395, 2.0686, 7.0493], [3.6574, 3.4439, 7.4162], [4.4120, 4.0888, 6.5765], [4.7955, 3.5677, 5.5559], [4.7410, 5.4922, 7.0981], [5.6811, 6.1864, 6.3788], [3.5632, 6.2197, 7.0661], [5.1893, 5.4637, 8.3747], [5.1568, 1.1294, 6.4886], [3.8496, 0.0560, 7.0303], [4.8109, 0.9316, 8.2203], [2.4431, 1.9098, 7.7509], [2.8334, 2.0908, 6.0585], [-3.4294, -1.4414, 0.1117], [-4.0133, -0.1216, 0.6481], [-5.2209, -0.3074, 1.3205], [-5.1038, -0.7682, 2.5533], [-4.0581, -0.8438, 3.1657], [-6.5015, -1.1090, 3.0883], [-7.3547, -0.0611, 2.9272], [-7.0031, -2.2016, 2.5046], [-6.4766, -1.3327, 4.4309], [-4.2530, -1.9982, -0.4203], [-2.9962, -2.1667, 0.8489], [-2.5749, -1.1283, -0.5631], [-4.2186, 0.4588, -0.2713], [-3.3007, 0.4037, 1.2440]],
  "atomic_forces_ev_per_a": [[-0.7823, -1.2219, -1.4479], [-1.1313, 0.5708, -0.9223], [-1.5591, -0.3664, 1.2405], [1.1915, 1.1160, 1.3020], [-0.2331, -0.3235, 0.6205], [0.4822, 0.5968, -0.2568], [-0.3532, -0.6126, -1.2260], [1.0863, 0.2739, 0.1469], [-0.3116, 0.1486, 0.5438], [0.1827, 0.4205, 0.8200], [0.2808, -0.2694, 0.0542], [0.4186, -0.1452, -0.9689], [0.5684, 0.2757, 0.1750], [-0.0353, -0.1647, 0.1541], [-1.6885, -0.1126, -2.6376], [-1.0015, 1.4035, -1.3347], [0.9081, -1.5752, 1.5704], [-1.1733, -1.5467, -0.7092], [1.8168, 1.5819, 0.5451], [0.7207, 0.6649, 1.0376], [-0.1995, -0.3082, 0.2741], [-0.0586, -0.9243, -0.0565], [0.8744, 0.7648, 0.8485], [0.6186, -0.5495, 1.0571], [0.4878, 0.8979, -0.0787], [-0.5325, 0.0864, -0.4514], [-0.4441, -0.7283, 0.2016], [0.1891, 0.5413, -0.0789], [1.5344, -1.0962, -0.7912], [0.1394, 0.7731, 0.3691], [-2.4210, -2.0379, -0.0800], [3.0066, 0.8509, -0.7681], [-2.1593, 0.2328, 1.4000], [-0.7609, -1.0360, -0.6972], [-0.6309, 2.2608, 0.3511], [-0.0672, -0.5988, 0.0332], [-0.7557, -1.1650, 0.6915], [-0.1894, 0.6129, 0.1095], [0.1664, -0.5620, -0.6912], [-0.0935, 0.2415, 0.2186], [0.7582, -0.0670, -0.2662], [1.0724, 1.1675, -0.0116], [0.1501, -0.4599, -0.1339], [-0.1109, 1.5578, 0.4259], [2.6641, -1.9607, 0.4507], [-3.1955, 2.4793, -0.4357], [0.2977, 0.4063, 0.6570], [-0.4148, 0.0694, -0.1941], [1.1915, 0.5556, 0.6741], [0.2739, -0.7834, -0.4426], [-0.1031, -0.7241, -0.5778], [-0.0236, 0.1441, 0.0949], [-0.1446, -0.0716, 0.0855], [-0.5072, -0.2996, -0.1760], [0.0040, -0.3928, -0.0570], [-0.0966, -0.5137, -0.4054], [1.2358, -0.6112, -0.4109], [1.5906, -1.1838, -0.7269], [-0.5892, -0.8063, 1.2158], [-0.7647, 0.9259, 0.5186], [0.8167, -0.1390, -0.7044], [-1.8408, -0.5407, 1.6499], [0.1883, -0.9621, 0.0862], [0.0713, 0.1303, -0.0970], [-0.0334, 1.4294, -0.5430], [-0.5981, 0.9643, -0.1620], [-0.6294, 0.2692, 0.3256], [-0.1754, 0.7519, -0.5537], [0.3165, 0.0577, -0.3734], [0.5337, -0.2604, -0.2567], [1.4128, -0.9787, 0.3236], [-3.2270, -0.0264, -1.0756], [1.5941, 1.3891, -0.2093], [-0.3462, 0.6775, 0.9377], [0.9398, 0.3481, -0.2519], [-1.3734, 1.3162, -1.5028], [0.8962, -1.9275, 0.8276], [-0.7491, 2.4701, -1.0321], [0.7520, -0.5574, 0.2761], [-0.3362, -0.2436, 0.0542], [0.1499, 0.0355, -0.1599], [0.3365, -0.8049, 0.5197], [-0.1811, -0.7022, 0.5118], [0.3591, -0.9104, 0.5746], [-0.4294, 0.2924, -0.1021], [-1.3247, -1.0772, -1.1543], [0.2314, 0.6161, 0.5422], [-0.7163, 0.1127, 0.1502], [-0.0745, -0.6633, 0.2473], [1.0432, -0.3029, 1.6598], [-0.1846, -0.7941, -2.4624], [0.2590, 0.5874, 0.3969], [0.5107, 0.5999, 1.1911], [-0.0367, -0.3294, 0.3038], [1.0784, 0.7298, 0.4441], [-0.1637, -0.1892, -0.4203], [-0.1230, 0.0790, 0.3357], [-0.1229, 0.4016, -1.0888], [0.4468, -1.2666, 0.7390], [-0.7714, 1.0777, -0.7781], [-0.8216, 1.0424, -0.2908], [1.9747, -0.6830, 0.0652], [-2.3951, 1.2138, -1.4956], [0.1605, 0.9645, 0.5356], [-0.6158, -0.6500, 1.5734], [0.3393, 0.0418, -0.4134], [0.2034, 0.3279, -0.6784], [0.5017, -0.3580, -0.2172], [-0.1803, -0.0389, 0.3214], [0.1773, -0.0201, -0.3765], [1.3100, -1.0605, 0.6581], [-0.2257, -0.5332, 0.3876], [0.9254, -0.6446, -0.8002], [1.1367, -0.7536, -0.1150], [-1.0653, 0.2350, 0.4461], [1.1532, 0.4068, -0.8604], [0.4717, -0.5131, 0.8988], [-1.0536, 0.7460, -0.0677], [-1.1747, -0.7810, -0.0426], [0.0235, 0.3157, 0.1270], [0.3488, 0.1494, 0.9218], [-1.0492, 0.4839, 0.7807], [-0.9839, 0.5994, 0.1843], [-0.4183, 0.1684, -0.6256], [1.1863, -0.4461, -1.0910], [0.3341, -0.3299, 0.2041], [0.0308, 0.0775, -1.5840], [1.5669, 0.1344, 1.4874], [1.0109, 1.0368, -0.0061], [-0.2343, 1.2889, -1.2224], [-0.9157, -1.9880, 0.6352], [-0.3708, 0.7732, -1.8840], [0.1396, 0.0450, 0.2135], [-0.1851, -0.0021, 0.0563], [0.4808, -0.7679, 1.9650], [-0.3024, -0.1736, 0.0791], [0.2992, 0.4875, -0.0799], [0.2523, -0.6104, 0.4453], [-0.4416, -0.5539, -0.3657], [-1.3933, 0.2126, 0.2998], [-1.3553, -0.3912, 0.4555], [1.5283, -0.1493, 0.3040], [0.0015, 0.7356, -0.4125], [1.9843, 1.6954, -3.1061], [-2.3208, -2.6341, 2.0417], [0.7148, -0.1678, -0.9681], [-0.8631, -0.1874, 0.2911], [0.5288, 0.0405, 0.9348], [-0.2538, 0.4853, 0.0452], [1.5547, 0.1358, -0.5397], [-0.2716, 0.3008, 0.5728], [0.1746, 0.8931, -0.4790], [-1.9507, 0.3612, 0.0171], [0.5365, -1.0643, 0.7735], [0.7931, 1.3118, -0.5842], [1.0423, 0.0211, 1.0704], [-0.5695, -0.1713, 0.9591], [0.5170, -1.9525, -1.0523], [0.4745, 1.3678, -0.1565], [-0.0004, 2.0824, 0.2475], [-1.3858, -1.2589, 0.6087], [1.5076, -0.7220, 0.0688], [-0.4838, -0.1169, -0.9604], [-0.7300, -0.1051, 0.4731], [-0.2622, -0.7012, -0.1307], [-0.5486, 0.3188, -0.2379], [-0.3891, -0.1606, 0.2508], [-0.0121, 0.0023, -0.6073], [0.2817, -0.3429, -0.3698], [1.3451, -0.5546, -2.2973], [-1.2392, -0.4448, 0.7133], [1.4567, 0.6236, 0.1837], [-1.5333, -0.4938, -0.3045], [-0.8493, 0.4011, 1.8661], [0.5873, -0.8263, -0.3677], [-0.0030, 0.5613, -0.0444], [0.2695, -0.0942, -1.1442], [1.0176, 0.6683, 0.1798], [-0.4184, 0.8692, -0.2607], [-1.1312, -0.6673, 0.4784], [-0.2392, 0.0028, 0.8313], [0.4165, 0.4225, 0.5655]],
  "mulliken_charge": [-0.19, 0.47, -0.25, -0.70, -1.20, 0.24, 1.23, -0.73, -0.65, 0.00, 0.08, 0.56, 1.04, -0.17, -0.66, -0.66, -0.47, 0.23, -0.51, -0.48, 1.10, -0.65, -0.41, 0.33, 0.52, 0.49, 0.53, 0.45, -0.35, 0.28, -0.01, -0.60, -0.43, -0.97, 1.21, -0.66, -0.66, 0.42, 0.42, 0.74, 0.48, 0.32, 0.73, -1.31, -0.45, -0.56, -0.50, -0.80, 0.97, -0.61, -0.62, 0.87, 0.73, 0.64, 0.51, 0.42, -0.70, -0.28, -0.96, 0.13, -0.14, -0.07, 0.97, -0.28, -0.62, 0.39, 0.34, 0.56, 0.34, 0.33, -0.46, -0.70, 0.23, -0.01, -0.60, -0.65, 1.30, -0.62, -0.63, 0.36, 0.38, 0.35, 0.55, 0.50, -0.37, -0.74, -0.70, -0.21, -0.67, 1.28, 1.03, -0.62, -0.64, 0.20, 0.35, 0.55, 0.63, -0.10, -0.98, -0.13, -0.61, 0.34, -0.68, -0.43, 1.29, -0.58, -0.69, 0.39, 0.41, 0.46, 0.73, 0.49, -0.35, -0.27, -0.39, -0.28, -0.23, -0.57, 1.21, -0.66, -0.64, 0.33, 0.38, 0.52, 0.51, 0.45, -0.59, -0.41, -0.32, 0.11, -0.34, 0.98, -0.10, -0.27, -0.28, -0.05, 0.38, 0.36, 0.29, 0.36, -1.76, 0.55, 0.58, 0.00, -0.08, 0.51, -0.25, -0.24, -0.01, 0.24, 0.36, 0.32, 0.05, -0.17, -0.51, -0.22, -0.36, 0.38, -0.51, 0.84, -0.24, -0.25, -0.24, -0.04, 0.23, 0.36, 0.34, 0.28, 1.96, 0.21, -0.47, 0.02, -0.14, 0.68, -0.28, -0.20, -0.22, -0.46, -0.51, -0.79, -0.23, 0.39],
  "orbital_gap_ev": 8.87,
  "largest_force_ev_per_a": 4.1,
  "charge": 0,
  "lumo_energy_ev": -0.90
}